Entry 1:
DFT (wB97M-V/def2-TZVPD) results for a molecular structure, C36H32F5OP2TeV in a non-equilibrium geometry.

```
78
Properties=species:S:1:pos:R:3:forces:R:3:mulliken_charge:R:1
C 0.6205 -1.3234 -2.4178 -0.117 -0.208 -0.388 -0.267
C -0.3882 -1.7483 -1.5439 0.014 0.829 0.057 0.470
C -1.7166 -1.8209 -1.9907 -0.178 -0.338 0.442 -0.742
C -2.0340 -1.6100 -3.3241 0.305 0.179 -0.264 -0.850
C -1.0059 -1.3330 -4.2275 0.377 0.123 0.296 -0.475
C 0.3188 -1.1885 -3.7731 -0.505 -0.055 0.082 -1.187
P 0.0160 -1.9816 0.2129 0.086 -2.417 -0.627 2.316
C -1.2498 -3.1726 0.8113 -0.097 0.064 -0.073 0.675
C -2.3382 -2.6731 1.5371 -0.284 -0.353 -0.128 0.119
C -3.4133 -3.5049 1.8800 0.342 -0.361 -0.288 -1.118
C -3.3901 -4.8567 1.4829 0.020 0.667 0.123 -0.498
C -2.3114 -5.3559 0.7465 0.265 0.181 -0.052 -0.787
C -1.2275 -4.5251 0.4245 -0.529 0.261 0.130 -0.363
V -0.7470 -0.0192 1.2510 0.336 0.408 2.167 0.438
P -0.0043 1.9767 0.2676 -0.423 2.120 -0.223 1.292
C -1.4135 1.9159 -0.9026 0.229 0.019 -0.134 0.724
C -1.2210 2.3026 -2.2350 -0.321 0.148 0.163 -1.242
C -2.2658 2.1869 -3.1559 -0.201 0.061 0.265 -0.708
C -3.5515 1.8433 -2.7055 0.488 -0.164 0.223 -0.635
C -3.7527 1.4674 -1.3687 0.046 -0.133 0.006 -0.970
C -2.6740 1.4390 -0.4747 0.439 0.112 -0.431 -0.663
C -0.2263 3.4385 1.3500 -0.570 -0.262 0.210 0.755
C 0.6514 3.5756 2.4327 -0.110 -0.102 -0.102 -0.497
C 0.4691 4.5890 3.3612 -0.011 0.141 -0.008 -0.757
C -0.5870 5.4883 3.2174 -0.259 -0.052 -0.092 -0.501
C -1.4722 5.3609 2.1392 0.040 0.023 -0.093 -0.691
C -1.2930 4.3422 1.1978 -0.058 -0.084 0.127 -0.450
C 1.5729 2.2394 -0.5238 0.794 -0.322 -0.199 0.539
C 2.5942 1.2944 -0.3127 -0.303 0.101 -0.359 -0.129
C 3.8178 1.4336 -0.9589 0.017 0.425 -0.148 -0.626
C 4.0573 2.5429 -1.7833 -0.387 -0.039 0.275 -0.647
C 3.0732 3.5317 -1.9308 -0.221 -0.283 0.253 -0.788
C 1.8337 3.3923 -1.2879 0.222 -0.052 -0.241 -0.375
C 1.6217 -2.8328 0.3148 0.670 0.275 0.285 0.360
C 2.1216 -3.6134 -0.7416 -0.071 0.072 -0.161 -0.182
C 3.3656 -4.2430 -0.6345 -0.079 0.087 0.236 -0.787
C 4.1260 -4.1037 0.5362 -0.398 0.240 -0.164 -0.613
C 3.6335 -3.3263 1.5946 0.070 -0.296 -0.315 -0.741
C 2.3919 -2.7077 1.4884 -0.099 0.027 -0.290 -0.209
H 1.4490 2.8554 2.5563 0.120 0.062 0.073 0.543
H 1.1326 4.6623 4.2199 -0.076 0.009 -0.221 0.451
H -0.7402 6.2754 3.9650 0.060 -0.351 -0.371 0.415
H -2.3208 6.0489 2.0409 0.455 -0.292 -0.014 0.420
H -1.9808 4.2473 0.3543 0.149 0.031 0.295 0.412
H -0.2539 2.7206 -2.5193 -0.623 -0.273 0.081 0.819
H -2.0878 2.3758 -4.2207 -0.123 0.149 0.486 0.468
H -4.3921 1.8472 -3.4027 0.269 -0.047 0.258 0.426
H -4.7550 1.1881 -1.0400 0.342 0.027 -0.035 0.447
H -2.8136 1.0922 0.5633 -0.292 0.304 -0.129 0.782
H 2.4173 0.4614 0.3641 0.082 -0.023 -0.140 0.299
H 4.5926 0.6897 -0.8136 -0.045 0.070 0.022 0.510
H 5.0201 2.6508 -2.2833 -0.289 -0.031 0.120 0.443
H 3.2659 4.4093 -2.5508 -0.068 -0.265 0.251 0.442
H 1.0814 4.1802 -1.3980 0.249 -0.290 0.074 0.488
H 1.5466 -3.7195 -1.6635 0.196 -0.003 0.249 0.471
H 3.7387 -4.8342 -1.4776 -0.159 0.220 0.409 0.432
H 5.0986 -4.5898 0.6129 -0.269 0.146 0.002 0.427
H 4.2250 -3.2073 2.5023 -0.208 -0.041 -0.223 0.480
H 2.0180 -2.1316 2.3231 0.092 0.016 -0.116 0.091
H -2.3726 -1.6218 1.8537 -0.206 -0.417 -0.049 0.015
H -4.2639 -3.1118 2.4341 0.238 -0.090 -0.091 0.462
H -4.2330 -5.5010 1.7473 0.352 0.200 -0.141 0.418
H -2.3208 -6.3957 0.4014 0.074 0.444 0.223 0.425
H -0.3977 -4.9048 -0.1611 -0.040 -0.050 0.088 0.457
H -2.4993 -2.0864 -1.2780 0.119 0.001 -0.226 0.386
H -3.0631 -1.6538 -3.6831 0.275 -0.095 0.236 0.500
H -1.2491 -1.1862 -5.2798 0.180 -0.098 0.235 0.453
H 1.1071 -0.9464 -4.4747 -0.065 0.027 0.024 0.518
H 1.6295 -1.1346 -2.0458 -0.207 -0.179 -0.210 0.697
H 0.3628 1.6447 -3.9307 1.102 -0.439 0.324 0.438
H 0.9342 1.4104 -3.4720 -0.541 0.313 -0.847 -0.320
F -0.2085 1.7969 4.6343 0.264 -2.389 -0.628 -0.396
Te 0.3386 -0.0290 4.2552 1.816 0.494 2.263 2.078
F -0.3106 -0.4353 6.0481 0.503 0.310 -3.048 -0.305
F 2.0272 0.4055 5.0005 -1.687 -0.595 -0.703 -0.376
F 0.8840 -1.9261 4.0879 -1.364 2.520 0.398 -0.464
F -1.5507 -0.2955 3.2699 2.048 0.422 0.041 -0.709
O 0.9428 0.3282 2.5073 -2.262 -0.841 0.482 -0.734
```
Positions in Å, forces in eV/Å.

For the strongest force on any atom, the calculation gives 3.1 eV Å⁻¹. The value obtained for the total energy is -105027.91537 eV. For the highest occupied orbital energy (alpha / beta), the calculation gives -14.49 / -14.48 eV. The charge is +2. The spin multiplicity is 3.

Entry 2:
DFT (wB97M-V/def2-TZVPD) results for 5 unconnected molecules or ions with the total composition C33H70ClF3IN5O15P3 in a non-equilibrium geometry.

```
131
Properties=species:S:1:pos:R:3:forces:R:3:mulliken_charge:R:1
C 1.9693 1.5922 0.8156 -0.845 0.405 0.449 -1.283
C 0.6155 1.8573 0.1168 1.612 -0.492 -0.082 -0.164
P 0.3428 1.2957 -1.5950 -2.550 0.342 -0.459 0.739
C 0.5440 -0.5023 -1.8926 0.813 -0.372 0.406 -0.803
C 1.1105 -1.3246 -0.7231 -0.166 -0.111 -0.516 -1.196
C 0.9728 2.3793 -2.9355 0.362 0.532 -0.730 0.867
P 1.0940 1.3759 -4.5521 0.877 -1.406 0.195 0.031
O -0.4874 1.1691 -4.8918 0.363 0.580 -0.149 -0.444
Cl 1.8383 2.7643 -5.8889 -0.740 0.187 0.155 -0.250
C 0.1974 3.7021 -3.1545 0.300 -1.204 0.539 -0.646
C -1.2818 3.8038 -3.4482 -0.711 -0.310 -0.251 -2.045
O -2.1551 2.7578 -2.9771 0.293 -0.050 0.597 -0.079
C -3.3615 2.8373 -3.5704 -0.683 -1.187 0.427 0.789
F -3.9429 4.0167 -3.4019 -0.157 0.660 -0.002 -0.268
F -3.2761 2.5855 -4.8663 -0.010 0.148 -0.839 -0.267
F -4.1968 1.9078 -3.0590 0.710 0.594 -0.168 -0.256
N 0.8552 4.4695 -2.0212 -0.080 1.662 -0.222 1.579
N 0.1912 5.7482 -1.9745 -0.559 -0.774 -1.055 -1.127
C -0.4737 5.9660 -0.9074 0.011 0.329 0.520 0.980
C -1.6819 6.8211 -1.0249 0.831 0.723 0.240 -1.571
C -0.1462 5.5084 0.4670 -0.420 -1.338 -0.299 -1.129
C 2.1502 4.3790 -2.5002 -1.027 -1.390 0.712 -0.929
N 3.0035 5.3349 -2.6674 1.195 0.626 0.273 0.363
C 4.3233 5.1501 -3.3195 -0.574 0.659 -0.199 -0.932
C 5.5094 5.1797 -2.3719 0.762 0.060 0.178 -0.933
O 5.1211 5.6188 -1.0748 0.371 -0.167 -0.285 -0.115
C 6.0917 5.5110 -0.1228 -0.766 0.824 1.687 0.024
O 5.8998 5.9739 0.9671 0.242 -0.442 -0.932 -0.440
C 2.7008 6.7193 -2.2902 -0.792 0.160 -0.077 -1.358
C 2.4333 6.9501 -0.8231 0.154 0.380 0.631 0.175
O 2.7321 6.2541 0.0809 -0.230 -0.375 -0.194 -0.364
I 1.4141 8.8258 -0.4240 0.367 -0.035 -0.241 0.118
N 2.3438 3.0588 -2.8425 0.500 -0.264 1.142 0.896
P 3.7089 2.1841 -2.2981 2.816 -0.464 -1.664 0.330
N 4.7829 2.0518 -3.4014 -0.125 0.552 0.170 -0.873
O 4.2793 2.8114 -0.9514 -0.852 0.470 -0.111 -0.497
O 3.2338 0.7433 -1.9491 -1.313 -0.237 0.544 -0.251
H 2.4980 0.7317 0.4467 0.317 -0.037 -0.328 0.129
H 1.7596 1.3948 1.8603 0.023 -0.021 0.326 0.510
H 2.5630 2.4968 0.8125 0.415 -0.055 -0.107 0.253
H -0.1461 1.3737 0.6928 -0.727 -0.375 0.095 0.947
H 0.3896 2.9107 0.1509 -0.226 0.156 -0.192 -0.702
H 1.1650 -0.7022 -2.7568 0.205 0.153 -0.292 0.595
H -0.4246 -0.9121 -2.1350 -0.494 0.221 -0.029 0.799
H 0.6905 -2.3220 -0.7772 -0.076 -0.232 0.013 0.547
H 0.8464 -0.9294 0.2443 0.008 0.163 0.340 0.230
H 2.1785 -1.4297 -0.8337 0.371 0.141 0.286 0.032
H -0.8919 0.8143 -4.0850 -0.461 0.051 0.056 0.410
H 0.6603 4.0964 -4.0572 -0.275 0.395 -0.278 0.240
H -1.3631 3.7876 -4.5284 0.240 -0.068 -0.318 0.659
H -1.7348 4.7376 -3.1553 0.418 0.484 0.365 0.699
H -2.5293 6.2652 -0.6470 -0.296 -0.201 -0.048 0.341
H -1.5395 7.6760 -0.3715 -0.262 0.281 0.138 0.453
H -1.8191 7.1592 -2.0383 -0.220 0.064 -0.294 0.367
H 0.2270 6.3182 1.0762 0.043 0.395 0.036 0.209
H -1.0484 5.1160 0.9201 -0.233 0.026 0.320 0.565
H 0.5756 4.7059 0.4562 0.349 0.079 0.094 0.221
H 4.4151 6.0196 -3.9529 -0.109 0.277 -0.286 0.677
H 4.2841 4.3080 -3.9954 0.121 -0.518 0.213 0.574
H 6.2394 5.8777 -2.7653 0.122 0.253 -0.196 0.522
H 6.0354 4.2420 -2.2938 -0.148 -0.534 -0.026 0.435
H 7.0124 4.9809 -0.3779 0.016 -0.136 -0.483 0.412
H 1.8292 7.0492 -2.8336 -0.240 0.106 -0.137 0.818
H 3.4932 7.3830 -2.5939 0.548 -0.001 0.034 0.554
H 5.6797 2.4099 -3.1109 0.283 -0.193 -0.259 0.283
H 3.7483 3.5203 -0.5652 0.109 0.104 0.362 0.243
H 3.7622 0.1153 -2.4635 0.142 -0.207 -0.070 0.198
C -4.2280 0.0138 -0.7641 0.046 -0.366 0.325 -0.251
O -3.6949 0.1014 0.5521 -0.100 0.094 -0.059 -0.332
C -4.2849 1.1528 1.3051 0.348 -0.193 0.165 -0.553
C -5.3395 0.6250 2.2520 -0.293 0.301 -0.001 -0.034
O -6.4419 0.0790 1.5556 0.143 -0.136 -0.134 -0.425
C -6.3909 -1.3387 1.4787 -0.137 -0.070 0.068 -0.488
H -3.9532 -0.9587 -1.1727 0.036 -0.026 0.061 0.333
H -5.3165 0.0934 -0.7583 -0.013 0.020 -0.025 0.434
H -3.8028 0.7860 -1.3844 0.094 0.167 -0.081 -0.296
H -4.7045 1.9163 0.6427 -0.070 -0.029 -0.015 0.323
H -3.4885 1.6211 1.8968 -0.029 0.001 -0.021 0.390
H -5.7198 1.4567 2.8543 0.054 0.010 0.040 0.407
H -4.9046 -0.1124 2.9329 0.068 -0.032 -0.060 -0.170
H -6.6804 -1.7740 2.4383 0.079 -0.106 -0.019 0.179
H -5.3949 -1.6947 1.2075 0.010 0.016 0.037 0.240
H -7.0964 -1.6651 0.7165 -0.063 0.103 0.001 0.306
C 5.1072 -5.3806 -2.9693 0.076 -0.081 -0.047 -0.637
O 6.3428 -4.7243 -2.7406 -0.176 0.090 0.083 -0.386
C 6.4152 -3.4398 -3.3328 0.254 -0.184 0.075 -0.668
C 6.1683 -2.3421 -2.3218 -0.130 0.216 -0.227 -0.481
O 4.8371 -2.3755 -1.8168 -0.055 0.058 0.039 -0.084
C 4.7438 -2.9948 -0.5426 -0.055 0.064 0.068 -0.948
H 5.0434 -6.2179 -2.2769 0.060 -0.014 -0.008 0.246
H 4.2561 -4.7172 -2.7985 0.002 0.017 -0.013 0.205
H 5.0681 -5.7672 -3.9927 -0.081 0.015 -0.004 0.332
H 5.7130 -3.3583 -4.1680 -0.044 0.036 0.013 0.322
H 7.4270 -3.3247 -3.7324 -0.015 0.047 -0.022 0.394
H 6.3002 -1.3748 -2.8182 0.048 -0.003 0.004 0.348
H 6.8917 -2.4019 -1.5043 -0.010 -0.060 0.019 0.384
H 5.1002 -2.3134 0.2374 0.028 -0.051 0.033 0.311
H 5.3179 -3.9215 -0.5015 0.011 0.005 -0.032 0.465
H 3.6949 -3.2231 -0.3568 0.003 0.025 -0.031 0.234
C -5.2685 -4.6286 7.2031 0.074 -0.013 0.066 -0.665
O -4.0840 -3.8719 7.0196 -0.178 0.020 -0.076 -0.433
C -3.4943 -4.0571 5.7433 0.192 0.120 0.294 0.034
C -3.8239 -2.9224 4.8016 -0.013 -0.167 -0.405 -0.605
O -5.2085 -2.8700 4.4891 -0.032 0.076 0.237 -0.332
C -5.8991 -1.8853 5.2399 -0.020 0.017 -0.078 -0.849
H -5.7822 -4.2347 8.0781 0.047 0.006 0.036 0.259
H -5.9354 -4.5558 6.3412 0.012 -0.006 -0.020 0.276
H -5.0211 -5.6800 7.3848 -0.067 -0.029 -0.037 0.307
H -3.7982 -5.0139 5.3118 -0.039 0.013 -0.064 -0.147
H -2.4107 -4.0867 5.8912 0.007 -0.026 -0.067 0.413
H -3.2900 -3.0904 3.8602 0.034 0.013 0.028 0.409
H -3.4864 -1.9669 5.2165 -0.012 -0.018 0.063 0.366
H -5.6841 -0.8909 4.8334 -0.053 0.056 0.125 0.256
H -5.6249 -1.9087 6.2961 0.032 -0.027 0.005 0.483
H -6.9679 -2.0752 5.1536 0.008 -0.036 -0.085 0.243
C -1.9323 -6.3671 1.7351 -0.001 0.148 0.005 -0.819
O -2.1383 -6.4153 3.1353 -0.043 -0.147 -0.107 -0.290
C -3.0415 -7.4465 3.5182 0.112 0.244 0.250 -0.276
C -2.3093 -8.6638 4.0372 -0.166 -0.264 -0.133 -0.664
O -1.5392 -9.2869 3.0229 0.088 0.175 -0.036 -0.376
C -0.1629 -8.9577 3.0823 0.008 -0.087 0.028 -0.709
H -1.0512 -5.7525 1.5500 -0.022 0.026 0.042 0.237
H -1.7624 -7.3603 1.3147 -0.014 -0.012 0.007 0.383
H -2.7944 -5.9047 1.2410 0.016 -0.054 -0.063 0.312
H -3.6958 -7.7157 2.6846 0.030 -0.042 -0.033 0.335
H -3.6694 -7.0452 4.3193 -0.030 -0.045 0.001 0.262
H -3.0484 -9.3964 4.3746 -0.007 0.017 0.046 0.398
H -1.6820 -8.3996 4.8937 0.013 0.059 -0.007 0.324
H 0.3251 -9.5107 3.8919 0.047 0.051 0.009 0.327
H -0.0067 -7.8868 3.2328 -0.017 0.004 0.010 0.298
H 0.2910 -9.2493 2.1365 -0.038 -0.057 -0.002 0.246
```
Positions in Å, forces in eV/Å.

For the strongest force on any atom, the calculation gives 3.3 eV Å⁻¹. The value obtained for the total energy is -130149.31555 eV. For the highest occupied orbital energy, the calculation gives -10.35 eV. The charge is +1.